{
  "formula": "C7H18N3O2S",
  "method": "ωB97M-V with the def2-TZVPD basis set",
  "orbital_gap_ev": 8.859,
  "total_energy_ev": -26940.46010,
  "e_lumo_ha": -0.155,
  "largest_force_ev_per_a": 6.78,
  "total_charge": 1,
  "symbols": ["C", "C", "C", "C", "C", "C", "C", "N", "N", "N", "O", "O", "S", "H", "H", "H", "H", "H", "H", "H", "H", "H", "H", "H", "H", "H", "H", "H", "H", "H", "H"],
  "positions_angstrom": [[-3.24625, -2.14177, -2.39881], [3.27743, 1.13072, 2.04600], [1.41639, 1.95137, 0.66633], [0.99972, 1.27290, 2.98616], [-1.95706, 0.12585, -2.22069], [-2.28641, -1.35999, -1.48449], [1.80084, 0.99744, 1.73252], [-1.17393, -2.01893, -1.08824], [-0.12189, -2.17299, -0.64377], [-1.42664, 0.13874, -3.56293], [0.29090, -0.65567, 0.52289], [1.63824, -1.43588, 2.55023], [1.70309, -0.66285, 1.12109], [-2.71353, -2.91312, -2.83903], [-3.72078, -1.55224, -3.08579], [-3.86431, -2.80081, -1.78105], [3.60333, 2.22143, 2.04963], [3.27805, 0.77533, 3.00183], [4.04831, 0.65224, 1.34239], [1.93034, 1.50643, -0.26160], [1.88716, 2.87153, 0.82113], [0.34600, 2.20218, 0.35104], [1.43468, 0.84730, 4.02739], [0.90175, 2.35530, 3.15670], [0.03142, 1.01023, 2.76993], [-2.95698, 0.60397, -2.12888], [-1.13857, 0.62370, -1.56952], [-2.73846, -0.94502, -0.62442], [-1.91982, -0.06851, -4.35602], [1.22387, -2.24326, 2.42040], [-0.54691, -0.31559, -3.52043]],
  "nbo_charge": [-0.606, -0.633, -0.606, -0.613, -0.163, -0.173, -0.280, 0.069, 0.299, -0.799, -0.926, -0.846, 1.528, 0.232, 0.234, 0.243, 0.240, 0.225, 0.234, 0.206, 0.235, 0.238, 0.236, 0.238, 0.223, 0.228, 0.223, 0.265, 0.385, 0.501, 0.364]
}

---

{
  "formula": "H80O40",
  "method": "ωB97M-V with the def2-TZVPD basis set",
  "orbital_gap_ev": 9.519,
  "total_energy_ev": -83197.01132,
  "e_lumo_ha": -0.031,
  "largest_force_ev_per_a": 3.66,
  "total_charge": 0,
  "symbols": ["H", "H", "O", "H", "H", "O", "H", "H", "O", "H", "H", "O", "H", "H", "O", "H", "O", "H", "O", "H", "H", "O", "H", "H", "O", "H", "H", "O", "H", "H", "O", "H", "O", "H", "H", "O", "H", "H", "O", "H", "H", "O", "H", "H", "O", "H", "H", "O", "H", "H", "O", "H", "O", "H", "H", "O", "H", "O", "H", "H", "O", "H", "H", "O", "H", "H", "O", "H", "H", "O", "H", "H", "O", "H", "H", "O", "H", "H", "O", "H", "H", "O", "H", "H", "O", "H", "H", "O", "H", "O", "H", "H", "O", "H", "H", "H", "H", "H", "H", "O", "H", "H", "O", "H", "H", "O", "H", "H", "O", "H", "H", "O", "H", "H", "O", "H", "H", "O", "H", "H"],
  "positions_angstrom": [[-3.93561, -1.82465, 2.95069], [-4.44472, -0.46778, 3.29862], [-3.61354, -0.90292, 3.06881], [-1.27308, -2.99920, -4.89062], [-1.28316, -1.28882, -4.88859], [-1.34888, -2.15195, -4.48288], [-0.73633, 5.91012, 2.56271], [0.54301, 6.28201, 1.68159], [0.14525, 6.36037, 2.55222], [0.76572, 0.64580, 4.16237], [-0.39484, 1.22777, 3.35059], [0.58613, 1.29087, 3.45151], [-3.55999, -4.81804, 2.37989], [-3.17449, -5.27447, 0.75763], [-3.51892, -4.71654, 1.43330], [-5.35034, -1.44111, -3.31643], [-5.75402, -0.55842, -2.98379], [-1.35966, -3.06569, -1.12166], [-1.47385, -2.62783, -0.25641], [-5.79036, -3.35273, 0.99722], [-5.16216, -4.24510, 2.18010], [-5.60110, -3.41364, 1.94516], [0.48959, 1.23146, 0.26516], [1.40047, 0.06400, 0.25976], [0.54584, 0.32558, -0.11145], [4.42159, 0.29546, 0.88842], [5.90674, 0.33807, 0.50770], [5.26072, -0.07547, 1.07300], [2.75844, -0.41042, -2.37255], [2.14830, -1.88772, -2.38473], [2.93855, -1.36885, -2.24821], [-0.09806, 1.50031, -5.29708], [0.58780, 2.20392, -5.22110], [0.14429, 4.21126, -5.02940], [0.35628, 5.46542, -3.94290], [0.16574, 4.52227, -4.12625], [1.51741, 0.18754, -5.57687], [0.75075, 0.16699, -4.23783], [1.30251, -0.35934, -4.82906], [-0.00299, -3.29747, 0.65082], [0.91524, -2.09278, 1.04831], [0.51115, -2.90249, 1.35339], [2.08839, 1.98753, 1.32216], [3.22150, 1.27712, 2.02951], [2.92719, 1.50275, 1.13825], [-4.08384, -3.23842, -3.48555], [-3.13914, -2.80959, -4.61177], [-4.01736, -2.57589, -4.16751], [-3.82418, -1.27003, 0.55352], [-5.23053, -0.97706, 0.18767], [-4.50595, -1.56104, -0.05555], [-3.46120, 2.74327, 3.64159], [-3.53189, 3.46929, 2.98825], [4.80809, 2.47197, 0.93170], [5.41744, 2.30933, -0.53453], [5.51442, 2.72731, 0.32077], [-0.87077, 0.19897, -1.35495], [-1.08883, 0.23061, -2.31158], [-1.08117, 3.42671, -2.96500], [-0.51402, 2.90848, -1.70880], [-1.38702, 3.07024, -2.06427], [3.39030, -4.59230, 1.79419], [3.41422, -5.18912, 3.20913], [2.97773, -5.22424, 2.35783], [1.40683, 0.39965, 6.82996], [1.24082, -0.54637, 5.60363], [1.22742, 0.37445, 5.90620], [-0.53645, -4.24526, 2.13555], [-1.08334, -5.39127, 1.06776], [-1.21486, -4.87600, 1.86471], [-2.98419, 0.44510, -0.92367], [-2.34814, 1.88350, -1.04579], [-2.72636, 1.22134, -0.45025], [-4.50682, -3.45838, -1.66248], [-4.12489, -3.97168, -0.28478], [-4.57929, -4.22454, -1.09985], [1.79900, 4.62325, -1.10001], [0.72478, 5.61607, -1.01521], [1.56383, 5.48301, -1.44741], [-0.79314, 3.65815, 0.54374], [-0.13602, 3.78491, 1.96241], [0.06767, 3.73214, 1.01947], [0.51526, -4.72832, -2.02721], [-0.81919, -5.19860, -2.76506], [-0.46025, -4.81908, -1.95293], [2.19297, 2.52567, 3.48302], [3.52941, 1.85408, 4.30433], [3.12584, 2.46217, 3.68517], [4.57351, -0.72501, -1.79003], [5.38913, -0.18651, -1.69444], [-3.02849, 1.37292, -4.90713], [-1.79638, 1.95740, -4.24004], [-2.08229, 1.40730, -4.96543], [-3.41831, 2.87343, 2.22153], [-5.21775, -0.09565, -3.68118], [-1.33061, -0.69930, -2.51173], [-2.04946, -3.14747, 0.30202], [1.45810, 1.97223, -4.81481], [5.83584, -0.44889, -2.54995], [3.79767, -2.58722, 0.78355], [4.28447, -1.78094, 0.95418], [3.60292, -2.73454, -0.15165], [1.92752, 1.04909, -2.55454], [1.06423, 0.74952, -2.30089], [2.45156, 1.41549, -1.83375], [4.55070, -0.87016, 3.51277], [4.24506, -1.78102, 3.31379], [5.32812, -1.06945, 2.90686], [3.54354, 4.06422, -0.37618], [3.58249, 3.73307, 0.50310], [4.31410, 4.13451, -0.90543], [0.28204, 4.08419, 4.04102], [-0.45672, 4.03919, 4.62141], [1.01380, 3.50539, 4.15228], [-0.11769, -2.11692, 4.04909], [-0.99905, -2.08838, 3.60382], [0.49632, -2.56922, 3.39133], [-1.76173, 1.04048, 2.20680], [-1.87876, 1.20986, 1.25437], [-1.99356, 0.11677, 2.11175]],
  "mulliken_charge": [0.240, 0.247, -0.496, 0.309, 0.264, -0.620, 0.303, 0.308, -0.609, 0.220, 0.138, -0.102, 0.277, 0.251, -0.685, 0.409, -0.606, 0.184, -0.322, 0.338, 0.308, -0.630, -0.143, -0.127, 0.514, 0.298, 0.240, -0.661, 0.591, 0.193, -0.696, 0.442, -0.634, 0.285, 0.251, -0.521, 0.358, -0.060, -0.514, 0.203, -0.089, 0.021, -0.432, 0.547, 0.159, 0.301, 0.279, -0.641, 0.126, 0.216, -0.264, 0.316, -0.648, 0.287, 0.305, -0.775, -0.161, 0.765, 0.300, 0.147, -0.728, 0.302, 0.285, -0.609, 0.255, 0.254, -0.592, 0.282, 0.257, -0.576, 0.170, 0.351, -0.502, 0.361, 0.212, -0.649, 0.315, 0.348, -0.637, 0.275, 0.069, -0.333, 0.303, 0.252, -0.554, 0.132, 0.262, -0.624, 0.409, -0.551, 0.290, 0.175, -0.707, 0.293, 0.272, 0.126, 0.163, 0.288, 0.265, -0.507, 0.307, 0.238, -0.759, 0.401, 0.124, -0.554, 0.289, 0.268, -0.534, 0.228, 0.241, -0.486, 0.229, 0.181, -0.612, 0.266, 0.282, -0.224, 0.103, 0.113]
}

---

{
  "formula": "C30H62F3KMgN8NaO11S",
  "method": "ωB97M-V with the def2-TZVPD basis set",
  "orbital_gap_ev": 1.742,
  "total_energy_ev": -111712.90469,
  "e_lumo_ha": -0.208,
  "largest_force_ev_per_a": 1.40,
  "total_charge": 1,
  "symbols": ["C", "C", "C", "C", "N", "N", "C", "N", "S", "O", "O", "F", "H", "H", "H", "H", "H", "H", "H", "H", "H", "H", "H", "H", "H", "H", "C", "O", "O", "O", "Na", "Mg", "F", "N", "O", "O", "O", "C", "O", "N", "N", "H", "H", "H", "H", "K", "C", "C", "C", "C", "N", "C", "C", "C", "C", "C", "C", "C", "H", "H", "H", "H", "H", "H", "H", "H", "H", "H", "H", "H", "H", "H", "H", "H", "H", "H", "H", "H", "H", "H", "H", "H", "C", "O", "C", "C", "N", "C", "C", "O", "C", "H", "H", "H", "H", "H", "H", "H", "H", "H", "H", "H", "H", "H", "H", "H", "F", "C", "C", "C", "C", "C", "C", "H", "H", "H", "H", "H"],
  "positions_angstrom": [[2.25722, -0.28032, 3.03373], [0.96318, 0.42333, 2.59102], [0.74305, 0.32537, 1.05186], [-0.61539, -0.30967, 0.83471], [-1.75188, 0.61342, 0.80331], [-2.35765, 0.84929, 2.05860], [-3.39791, -0.19135, 2.33767], [-3.96733, -0.07640, 3.63686], [-2.96830, 2.40592, 1.97393], [-2.91930, 2.87707, 0.60954], [-4.17056, 2.54990, 2.68674], [-1.83461, 3.19202, 2.69194], [1.99470, -1.19595, 3.58964], [2.77808, 0.36580, 3.74334], [2.91418, -0.52550, 2.19901], [0.98922, 1.46735, 2.89069], [0.09846, -0.03439, 3.06475], [0.84651, 1.30971, 0.57084], [1.47359, -0.37367, 0.64130], [-0.63339, -0.86375, -0.11131], [-0.69388, -1.03516, 1.63360], [-2.45113, 0.35590, 0.10836], [-4.18486, -0.20081, 1.57362], [-2.83341, -1.12724, 2.20981], [-4.69337, -0.79408, 3.63792], [-3.27418, -0.29479, 4.34656], [0.70024, -3.73842, 2.04792], [0.29988, -4.90237, 2.05144], [1.88825, -3.39501, 1.77446], [-0.04117, -2.75546, 2.32860], [-0.78008, 2.00872, -0.59044], [2.07550, -0.68389, 5.68198], [-0.81743, 0.59380, 4.77253], [-7.15317, -1.94371, 2.43829], [-7.78929, -2.96664, 2.17507], [-6.16570, -2.01017, 3.21319], [-7.45814, -0.84928, 1.93907], [2.98289, 4.69114, 1.18795], [2.96133, 3.47054, 1.25345], [3.08355, 5.35465, -0.00934], [2.90503, 5.48260, 2.28924], [3.10288, 6.35403, -0.08354], [3.15108, 4.79620, -0.83774], [2.81461, 5.02799, 3.17943], [2.91564, 6.48452, 2.25702], [5.10039, -0.07797, 3.98062], [1.16312, 5.46720, -3.79422], [0.77171, 6.42029, -4.92417], [0.74792, 5.78091, -6.31244], [2.01528, 5.20160, -6.92036], [3.17139, 6.12826, -7.22171], [3.99557, 6.48089, -6.01250], [4.77495, 5.21948, -5.67486], [5.03163, 4.53594, -7.03306], [4.17207, 5.30949, -8.03542], [2.77445, 7.33465, -8.05545], [2.25803, 8.58451, -7.32389], [0.77326, 8.92573, -7.51255], [2.13641, 4.99559, -3.95476], [1.20725, 6.00474, -2.84675], [0.41514, 4.67922, -3.69222], [1.40965, 7.30575, -4.90421], [-0.23550, 6.78963, -4.72422], [0.29741, 6.46795, -7.02869], [0.05389, 4.93542, -6.27302], [1.74276, 4.77649, -7.88536], [2.41328, 4.38781, -6.31527], [4.65717, 7.29146, -6.31792], [3.36136, 6.81907, -5.20122], [4.19166, 4.56687, -5.02664], [5.69042, 5.45559, -5.13788], [4.76515, 3.48172, -7.00117], [6.07778, 4.58763, -7.32416], [3.62832, 4.68347, -8.73644], [4.78116, 6.01632, -8.59113], [2.07213, 6.97519, -8.80766], [3.68844, 7.61440, -8.57216], [2.82815, 9.41695, -7.73638], [2.50997, 8.56689, -6.26466], [0.38516, 8.53862, -8.45544], [0.63869, 10.00544, -7.52160], [0.15117, 8.54682, -6.70311], [-3.65214, -11.57141, 1.29496], [-2.40951, -11.08759, 0.83000], [-2.48179, -9.87940, 0.08438], [-1.89528, -8.71347, 0.84942], [-2.73235, -8.34582, 1.97956], [-2.12791, -7.39120, 2.90486], [-0.85567, -7.80655, 3.63573], [-1.04406, -8.83431, 4.59468], [-1.03237, -10.15329, 4.09177], [-3.48416, -12.57782, 1.67477], [-4.06193, -10.95904, 2.10558], [-4.38859, -11.61940, 0.48676], [-3.51251, -9.66804, -0.21679], [-1.88995, -10.02989, -0.82344], [-1.81308, -7.85441, 0.17570], [-0.87714, -8.99961, 1.15141], [-2.97554, -9.18374, 2.49103], [-2.87956, -7.16061, 3.66323], [-1.92984, -6.46033, 2.36607], [-0.51862, -6.93694, 4.20498], [-0.03703, -8.06151, 2.95149], [-0.35772, -10.25484, 3.23624], [-2.03048, -10.49381, 3.79952], [-0.68253, -10.80618, 4.89201], [-1.23602, -3.78037, 4.67857], [-1.33759, -3.30084, 5.93526], [-1.39493, -4.18672, 6.99156], [-1.48978, -3.66903, 8.27682], [-1.52987, -2.29597, 8.48211], [-1.46998, -1.42885, 7.39753], [-1.36840, -1.92621, 6.10538], [-1.37010, -5.25239, 6.80635], [-1.53430, -4.34493, 9.12072], [-1.60923, -1.90210, 9.48668], [-1.50487, -0.35779, 7.54941], [-1.31003, -1.25873, 5.24827]],
  "mulliken_charge": [-2.037, 1.280, -0.212, -0.562, -0.391, 0.350, -0.958, -0.491, 1.034, -0.679, -0.489, -0.211, 0.603, 0.088, 0.608, 0.538, -0.831, -0.040, 0.415, 0.429, -0.073, 0.345, 0.492, 0.395, 0.463, 0.161, 0.779, -0.470, -0.498, -0.419, 0.994, 0.403, -0.797, 1.006, -0.611, -0.669, -0.624, 0.653, -0.633, -0.350, -0.371, 0.152, 0.154, 0.230, 0.164, 0.726, -1.354, -0.260, -0.850, -0.862, 0.169, -0.608, -0.666, -0.665, -0.632, -0.653, -0.418, -1.329, 0.095, 0.418, 0.417, 0.193, 0.473, 0.262, 0.571, 0.351, 0.573, 0.531, 0.375, 0.070, 0.558, 0.343, 0.308, 0.453, 0.437, 0.539, 0.341, 0.526, 0.297, 0.362, 0.362, 0.278, -0.704, -0.347, -0.827, -0.133, -0.272, -0.767, -0.395, -0.449, -0.559, 0.236, 0.300, 0.338, 0.420, 0.388, 0.329, 0.175, 0.118, 0.332, 0.393, 0.319, 0.357, 0.272, 0.178, 0.289, -0.154, 0.274, -0.588, -0.359, -0.578, -0.744, -0.305, 0.491, 0.378, 0.380, 0.464, 0.697]
}